{"formula": "C14H13ClF6FeO", "method": "wB97M-V/def2-TZVPD", "de_lowest_kcal_mol": 0.2, "spin_multiplicity": 5, "orbital_gap_ha": [0.1987, 0.1982], "total_charge": -2, "species": ["Fe", "Cl", "F", "F", "F", "F", "F", "F", "O", "C", "C", "C", "C", "C", "C", "C", "C", "C", "C", "C", "C", "C", "C", "H", "H", "H", "H", "H", "H", "H", "H", "H", "H", "H", "H", "H"], "positions_angstrom": [[0.890, 1.170, 0.608], [2.353, 1.490, 2.236], [1.619, -3.219, 0.510], [3.638, -1.339, 0.888], [4.275, -1.729, -1.192], [0.275, -2.948, -1.198], [3.805, 0.315, -0.530], [2.374, -3.515, -1.541], [1.008, -0.493, -0.171], [-4.527, -0.960, 0.708], [1.765, 2.752, -0.863], [-0.126, 3.308, 0.345], [-3.308, -1.790, 2.486], [-0.533, 2.471, -0.741], [3.424, -0.994, -0.402], [-4.708, -0.078, 1.816], [1.554, -2.740, -0.763], [0.637, 2.132, -1.496], [1.920, -1.193, -0.894], [-3.660, -2.016, 1.121], [-3.956, -0.592, 2.916], [1.286, 3.479, 0.267], [1.862, -0.769, -2.321], [0.819, -0.763, -2.659], [2.776, 2.792, -1.259], [-2.694, -2.438, 3.100], [-5.339, 0.803, 1.832], [-5.001, -0.865, -0.263], [0.634, 1.654, -2.471], [1.881, 4.160, 0.865], [2.477, -1.455, -2.893], [-1.554, 2.263, -1.056], [-3.358, -2.865, 0.518], [2.202, 0.270, -2.411], [-3.918, -0.167, 3.912], [-0.791, 3.867, 0.998]], "nbo_charge": [1.342, -0.747, -0.322, -0.313, -0.356, -0.326, -0.331, -0.354, -0.892, -0.373, -0.392, -0.385, -0.363, -0.382, 0.952, -0.375, 0.957, -0.372, 0.127, -0.363, -0.370, -0.333, -0.645, 0.234, 0.213, 0.174, 0.166, 0.167, 0.210, 0.218, 0.206, 0.230, 0.174, 0.234, 0.169, 0.218]}

{"formula": "C51H127N5O12", "method": "wB97M-V/def2-TZVPD", "de_lowest_kcal_mol": 0.0, "orbital_gap_ha": 0.3205, "smiles": "CC1(C)CCCC(C)(C)N1O.CC1(C)CCCC(C)(C)N1O.COC[C@H](C)N.COC[C@H](C)N.COC[C@H](C)N.CC(C)O.CC(C)O.CC(C)O.CC(C)O.CC(C)O.CC(C)O.CC(C)O", "species": ["O", "O", "O", "O", "O", "O", "O", "O", "O", "O", "O", "O", "N", "N", "N", "N", "N", "C", "C", "C", "C", "C", "C", "C", "C", "C", "C", "C", "C", "C", "C", "C", "C", "C", "C", "C", "C", "C", "C", "C", "C", "C", "C", "C", "C", "C", "C", "C", "C", "C", "C", "C", "C", "C", "C", "C", "C", "C", "C", "C", "C", "C", "C", "C", "C", "C", "C", "C", "H", "H", "H", "H", "H", "H", "H", "H", "H", "H", "H", "H", "H", "H", "H", "H", "H", "H", "H", "H", "H", "H", "H", "H", "H", "H", "H", "H", "H", "H", "H", "H", "H", "H", "H", "H", "H", "H", "H", "H", "H", "H", "H", "H", "H", "H", "H", "H", "H", "H", "H", "H", "H", "H", "H", "H", "H", "H", "H", "H", "H", "H", "H", "H", "H", "H", "H", "H", "H", "H", "H", "H", "H", "H", "H", "H", "H", "H", "H", "H", "H", "H", "H", "H", "H", "H", "H", "H", "H", "H", "H", "H", "H", "H", "H", "H", "H", "H", "H", "H", "H", "H", "H", "H", "H", "H", "H", "H", "H", "H", "H", "H", "H", "H", "H", "H", "H", "H", "H", "H", "H", "H", "H", "H", "H", "H", "H"], "positions_angstrom": [[2.252, -0.398, -0.597], [-2.349, -0.497, -2.764], [4.385, 1.573, -4.370], [-1.915, -3.099, -3.964], [1.166, 2.791, 2.504], [-0.227, -4.968, 4.819], [-2.141, -3.502, 3.225], [4.472, -5.767, -0.032], [-6.312, 3.238, 1.007], [7.907, -1.041, -1.088], [3.485, 3.626, -2.653], [1.368, 5.504, -1.670], [4.648, -0.616, -2.631], [-3.501, -3.946, 3.370], [3.187, 5.442, 1.009], [-0.472, -0.792, -0.667], [-4.906, 3.330, 0.817], [-4.854, 1.783, -1.087], [2.631, -4.236, -0.273], [5.668, 0.702, -0.660], [-0.932, 4.917, -1.473], [-3.973, -4.156, 1.984], [3.896, 3.093, 1.681], [3.032, -5.690, -0.029], [0.078, 5.596, -2.397], [-5.004, 5.387, 2.215], [1.612, -0.519, 0.682], [-2.190, 2.847, 1.344], [6.630, -1.419, -1.424], [-2.626, -4.132, -3.325], [-6.362, -3.466, 2.816], [1.694, 4.087, 2.362], [-5.483, -4.476, 2.004], [1.095, -2.950, 4.661], [2.760, 4.042, 1.269], [0.411, -3.911, 5.623], [-3.734, -2.981, 1.053], [-3.164, -5.347, 1.480], [-4.339, 4.016, 1.968], [-4.520, 3.241, 3.305], [5.825, -0.266, -1.849], [-2.870, 2.204, 0.156], [5.606, 4.375, -1.935], [-4.279, -3.051, 4.300], [-4.203, -1.550, 3.967], [-2.332, 0.208, -5.034], [4.328, 4.768, -2.630], [1.322, -4.543, 6.612], [-1.741, -4.794, -2.312], [-4.362, 2.043, 0.324], [-3.699, -3.253, 5.625], [8.792, -2.163, -0.905], [0.428, 2.697, 3.724], [3.729, 1.171, -5.561], [-1.087, 1.525, -3.316], [-1.539, 0.178, -3.789], [2.419, -6.259, 1.206], [2.421, 0.990, -0.827], [2.262, 0.706, -5.222], [3.781, 2.332, -6.495], [0.137, 4.902, -3.801], [-5.792, -3.465, 4.271], [-4.720, 0.896, 1.260], [-0.647, -0.619, 1.745], [0.107, -0.191, 0.557], [-3.065, -5.077, -4.404], [-2.801, 4.179, 1.689], [4.467, 5.317, -4.038], [-2.836, -0.740, -5.177], [4.978, -1.341, -3.276], [2.748, -5.743, 2.094], [-0.857, -5.232, -2.706], [-2.310, 4.552, 2.611], [-1.636, -4.075, 3.820], [5.039, 0.233, 0.105], [-3.580, -5.792, 0.570], [4.842, 2.584, -6.643], [1.969, -3.407, 4.175], [-0.534, 2.021, -4.103], [-3.202, -6.183, 2.198], [4.690, 2.925, 0.943], [2.198, -5.040, 6.120], [-3.787, 2.442, 3.413], [8.332, -2.936, -0.262], [-1.707, -0.363, 1.671], [-4.490, 3.897, 4.105], [3.823, -0.905, -2.097], [-1.948, 5.127, -1.853], [-5.139, 5.995, 1.312], [3.844, 3.022, -3.309], [-3.901, -3.388, 0.036], [-2.107, -5.086, 1.280], [6.138, -1.973, -0.613], [-2.334, -5.565, -1.806], [-3.300, -1.211, 3.424], [2.934, -3.857, -1.240], [2.296, 3.648, 0.373], [3.453, 5.396, -4.430], [6.646, 0.880, -0.194], [2.747, -6.326, -0.901], [-1.962, 2.154, -3.175], [-0.834, 5.246, -0.415], [9.762, -1.838, -0.569], [0.413, -2.523, 3.920], [6.237, 3.875, -2.649], [-4.355, 0.989, -1.649], [1.881, -3.848, 7.277], [-0.381, 1.487, -2.498], [-4.437, -2.126, 1.154], [-6.462, -2.509, 2.296], [6.752, -2.123, -2.251], [-2.667, 2.805, -0.759], [-5.589, -5.424, 2.488], [-1.127, 2.983, 1.117], [0.534, 3.906, -3.613], [6.413, 0.379, -2.476], [-0.502, -1.665, 1.952], [0.768, 5.355, -4.546], [6.135, 5.263, -1.615], [2.088, 0.068, 1.472], [4.202, 0.298, -5.966], [-1.667, 0.487, -5.881], [-4.150, 0.777, 2.145], [-5.988, 5.215, 2.634], [3.064, -3.619, 0.508], [1.316, -6.249, 1.154], [2.197, 4.362, 3.286], [0.935, 4.844, 2.163], [-3.064, 1.026, -4.997], [-2.230, -5.666, -4.806], [-6.326, -2.713, 4.898], [-4.314, -2.869, 6.446], [3.362, 3.184, -6.007], [-3.539, -4.488, -5.210], [0.264, -0.933, -1.339], [-0.375, 3.450, 3.746], [-2.740, -2.784, 5.658], [-2.435, 1.225, -0.134], [-3.464, -3.776, -2.747], [-2.760, 4.851, 0.820], [-0.881, 4.747, -4.188], [-4.312, 5.897, 2.904], [1.645, 4.610, -1.907], [-1.800, -0.517, -1.937], [0.027, 0.912, 0.490], [1.665, -1.574, 0.971], [2.413, 5.900, 0.514], [-4.632, -0.022, 0.728], [4.376, 3.379, 2.586], [-5.786, -4.480, 4.663], [1.774, 1.558, -4.792], [-0.667, -0.475, -3.941], [3.784, 5.480, -2.027], [-5.065, -1.239, 3.358], [-0.326, -5.814, 5.220], [-2.161, -2.233, -3.630], [-2.166, 2.234, 2.246], [-2.700, -2.707, 0.962], [1.641, 0.362, -6.067], [8.940, -2.681, -1.844], [3.990, 5.415, 0.387], [2.958, 1.128, -1.762], [4.965, 4.625, -4.706], [-0.198, 6.630, -2.379], [5.411, 3.753, -1.067], [2.698, -7.335, 1.290], [-1.417, -4.175, -1.505], [0.889, -5.230, 7.361], [2.263, -0.128, -4.477], [-5.909, -4.562, 1.001], [-7.354, -3.906, 2.649], [-3.857, -5.804, -4.108], [-5.917, 1.655, -1.152], [-0.274, -0.188, 2.672], [-0.414, -3.409, 6.137], [5.019, 6.260, -4.080], [-0.837, -1.724, -0.442], [1.469, 1.442, -1.043], [-5.747, 0.953, 1.587], [-3.489, -4.309, 5.881], [4.747, -6.641, 0.220], [-4.150, -0.871, 4.826], [-5.517, 2.786, 3.402], [1.508, -2.064, 5.163], [5.215, 1.590, -1.086], [0.068, 1.666, 3.694], [-6.744, 3.859, 0.394], [4.408, 0.830, -3.756], [-4.689, 2.780, -1.555], [0.968, 2.937, 4.611], [3.244, 2.137, -7.449], [2.891, 1.501, -0.022], [3.456, 2.101, 1.930], [-0.786, 3.796, -1.432], [1.543, -4.038, -0.381]], "lowdin_charge": [-0.197, -0.111, -0.088, -0.049, -0.205, -0.070, -0.056, -0.055, -0.032, -0.173, -0.077, -0.089, 0.064, -0.059, 0.057, 0.083, -0.086, -0.028, -0.056, -0.033, -0.077, -0.522, -0.045, -0.499, -0.398, -0.034, -0.156, -0.201, -0.272, -0.516, -0.157, -0.216, -0.129, -0.038, -0.406, -0.453, -0.027, -0.043, -0.493, -0.027, -0.421, -0.139, -0.041, -0.516, -0.034, -0.050, -0.489, -0.080, -0.063, -0.507, -0.068, -0.074, -0.085, -0.476, -0.059, -0.493, -0.069, -0.103, -0.035, -0.054, -0.029, -0.103, -0.021, -0.064, -0.413, -0.063, -0.120, -0.032, 0.079, 0.105, 0.073, 0.070, 0.123, 0.056, 0.084, 0.077, 0.090, 0.086, 0.058, 0.089, 0.058, 0.098, 0.064, 0.095, 0.078, 0.050, 0.077, 0.089, 0.085, 0.037, 0.087, 0.084, 0.142, 0.080, 0.072, 0.069, 0.109, 0.073, 0.096, 0.141, 0.086, 0.079, 0.082, 0.056, 0.081, 0.081, 0.091, 0.064, 0.074, 0.094, 0.123, 0.100, 0.104, 0.096, 0.051, 0.135, 0.062, 0.065, 0.082, 0.125, 0.123, 0.098, 0.043, 0.074, 0.075, 0.088, 0.123, 0.126, 0.090, 0.084, 0.129, 0.098, 0.057, 0.085, 0.079, 0.084, 0.063, 0.117, 0.131, 0.111, 0.084, 0.089, 0.039, 0.036, 0.122, 0.115, 0.062, 0.062, 0.069, 0.115, 0.048, 0.133, 0.108, 0.064, 0.075, 0.031, 0.093, 0.053, 0.082, 0.077, 0.053, 0.072, 0.068, 0.121, 0.050, 0.089, 0.049, 0.086, 0.080, 0.121, 0.104, 0.087, 0.072, 0.073, 0.126, 0.087, 0.087, 0.075, 0.087, 0.100, 0.070, 0.087, 0.092, 0.089, 0.048, 0.076, 0.115, 0.020, 0.098, 0.076, 0.099, 0.049, 0.073, 0.075, 0.083]}

{"formula": "C23H31N5O3S", "method": "wB97M-V/def2-TZVPD", "de_lowest_kcal_mol": 20.4, "orbital_gap_ha": 0.3033, "species": ["S", "O", "O", "O", "N", "N", "N", "N", "N", "C", "C", "C", "C", "C", "C", "C", "C", "C", "C", "C", "C", "C", "C", "C", "C", "C", "C", "C", "C", "C", "C", "C", "H", "H", "H", "H", "H", "H", "H", "H", "H", "H", "H", "H", "H", "H", "H", "H", "H", "H", "H", "H", "H", "H", "H", "H", "H", "H", "H", "H", "H", "H", "H"], "positions_angstrom": [[1.787, 2.627, -0.382], [-0.791, 1.414, -1.218], [-3.185, -1.312, 1.363], [5.474, -0.348, -1.162], [-2.910, 0.703, 0.366], [-0.336, -0.639, -0.331], [3.385, 2.440, -0.505], [5.997, 1.819, -0.783], [2.807, -0.974, -1.409], [2.200, -2.709, 2.324], [-3.766, 1.467, 1.244], [-4.151, 3.660, 0.300], [1.873, -1.376, 2.541], [-1.681, -1.195, -0.510], [-2.676, -0.604, 0.514], [-3.548, 3.876, 1.684], [1.034, -0.698, 1.678], [-2.948, 2.513, 2.036], [-5.026, -3.718, -2.238], [-3.578, -1.659, -2.139], [-4.785, 2.278, 0.427], [0.013, 0.600, -0.770], [1.653, -3.352, 1.220], [3.130, -3.432, 3.247], [-2.177, -1.076, -1.954], [0.510, -1.341, 0.562], [2.621, 0.287, -0.960], [-3.668, -3.154, -1.839], [3.713, 1.202, -0.814], [5.129, 0.804, -0.944], [1.431, 0.959, -0.702], [0.820, -2.681, 0.345], [-5.820, -3.212, -1.695], [-4.983, 1.810, -0.537], [-2.803, 4.670, 1.700], [1.885, -4.391, 1.038], [-1.604, -2.254, -0.248], [-3.880, -1.487, -3.175], [-4.252, 0.742, 1.901], [6.986, 1.648, -0.848], [3.780, -1.264, -1.412], [-4.872, 4.430, 0.029], [-5.080, -4.781, -2.012], [-2.882, -3.683, -2.383], [-2.186, -0.029, -2.256], [-5.724, 2.349, 0.976], [-5.200, -3.584, -3.304], [-4.281, -1.125, -1.496], [2.884, -4.490, 3.296], [0.407, -3.201, -0.509], [-2.378, 1.217, -0.333], [4.154, -3.340, 2.885], [0.770, 0.331, 1.875], [3.088, -3.010, 4.248], [-1.471, -1.602, -2.604], [-3.519, -3.321, -0.771], [-3.361, 3.644, -0.452], [2.272, -0.862, 3.403], [2.105, -1.672, -1.233], [5.645, 2.743, -0.599], [-1.907, 2.468, 1.711], [-4.338, 4.133, 2.392], [-2.973, 2.317, 3.107]], "nbo_charge": [0.732, -0.651, -0.639, -0.634, -0.636, -0.464, -0.592, -0.797, -0.794, 0.003, -0.065, -0.405, -0.195, -0.124, 0.671, -0.402, -0.229, -0.413, -0.597, -0.398, -0.408, 0.672, -0.208, -0.631, -0.399, 0.214, 0.186, -0.403, 0.020, 0.641, -0.409, -0.257, 0.205, 0.216, 0.211, 0.215, 0.235, 0.205, 0.237, 0.407, 0.434, 0.212, 0.208, 0.187, 0.235, 0.206, 0.198, 0.205, 0.219, 0.221, 0.432, 0.226, 0.224, 0.219, 0.203, 0.209, 0.198, 0.215, 0.397, 0.418, 0.204, 0.196, 0.217]}